1.
{
  "formula": "C47H39CsF6N10O5S3",
  "method": "wB97M-V/def2-TZVPD",
  "spin_multiplicity": 1,
  "lumo_energy_ev": [3.2, 3.2],
  "homo_ev": [0.479, 0.449],
  "charge": -2,
  "orbital_gap_ev": [2.69, 2.72],
  "energy_ha": -4552.07469,
  "symbols": ["Cs", "C", "C", "N", "C", "C", "N", "C", "C", "C", "C", "C", "N", "C", "C", "N", "C", "C", "N", "C", "C", "C", "N", "C", "C", "H", "H", "H", "H", "H", "H", "H", "H", "H", "H", "H", "H", "N", "C", "C", "C", "C", "C", "C", "C", "C", "N", "C", "H", "H", "H", "H", "H", "H", "H", "H", "F", "C", "F", "F", "S", "O", "O", "N", "S", "O", "O", "C", "F", "F", "F", "S", "C", "N", "C", "C", "C", "C", "C", "C", "H", "H", "H", "H", "H", "C", "C", "C", "C", "C", "C", "C", "O", "C", "C", "C", "H", "H", "H", "H", "H", "H", "H", "H", "H", "H", "H", "H", "C", "H", "H"],
  "xyz": [[-1.22269, 0.11995, 0.48448], [0.87211, 4.02090, 1.44748], [0.28943, 2.84151, 1.09574], [0.64604, 1.64248, 1.58240], [1.66366, 1.65835, 2.53567], [2.26842, 2.86986, 2.85932], [1.93955, 4.06371, 2.35707], [2.00880, 0.36127, 3.12596], [2.93982, 0.24000, 4.16368], [3.24974, -1.01071, 4.75268], [2.51295, -2.11487, 4.20689], [1.62633, -1.90295, 3.18644], [1.34819, -0.71625, 2.60726], [0.86461, -3.07803, 2.66375], [1.39293, -4.38353, 2.73482], [0.73319, -5.46240, 2.33971], [-0.48520, -5.25740, 1.83904], [-0.99283, -3.98000, 1.71017], [-0.32734, -2.89527, 2.10640], [4.19125, -1.18242, 5.80120], [4.53469, -2.45984, 6.35655], [5.46152, -2.57139, 7.36297], [6.13897, -1.54753, 7.93523], [5.81891, -0.33883, 7.41398], [4.91231, -0.10377, 6.40901], [0.52852, 4.96044, 1.02834], [-0.50713, 2.82977, 0.34859], [3.08930, 2.88126, 3.57204], [3.42125, 1.13506, 4.53349], [2.61231, -3.10399, 4.62747], [2.39663, -4.53211, 3.11086], [-1.05567, -6.12127, 1.51777], [-1.97216, -3.82431, 1.26557], [4.07380, -3.36693, 5.98813], [5.69224, -3.56184, 7.75210], [6.34232, 0.51006, 7.85025], [4.75227, 0.92005, 6.09326], [-1.07349, -3.78329, -1.91524], [-2.23796, -4.37668, -1.46729], [-2.24374, -5.75429, -1.31702], [-3.32778, -6.42158, -0.74179], [-4.40113, -5.72817, -0.26140], [-4.45370, -4.32097, -0.38718], [-5.47512, -3.57634, 0.24734], [-5.37650, -2.21181, 0.23345], [-4.43039, -1.55715, -0.52994], [-3.57320, -2.25631, -1.35753], [-3.41392, -3.65842, -1.08895], [-0.24842, -4.34640, -1.79318], [-0.89612, -2.82137, -1.68286], [-1.35173, -6.30072, -1.60118], [-3.28599, -7.49946, -0.63214], [-5.21195, -6.22919, 0.25113], [-6.23819, -4.09097, 0.81439], [-6.05182, -1.59239, 0.81047], [-4.38034, -0.48142, -0.61939], [-4.67405, 0.98937, 4.44542], [-4.11916, 2.05751, 3.87395], [-4.95187, 3.08927, 3.99991], [-2.97989, 2.33693, 4.47905], [-3.86154, 1.65182, 2.11424], [-2.95945, 0.52329, 2.12459], [-5.18642, 1.42974, 1.58122], [-3.19846, 3.02319, 1.62605], [-3.07878, 3.11825, 0.05315], [-2.84953, 1.80040, -0.52937], [-2.28425, 4.22857, -0.36278], [-4.78042, 3.59741, -0.57357], [-5.46869, 2.54437, -0.99726], [-5.48263, 4.23660, 0.35211], [-4.62772, 4.42061, -1.61947], [2.28757, 4.18354, -1.97571], [1.75659, 2.59316, -1.52493], [0.60028, 2.23452, -1.94213], [0.01866, 3.26309, -2.68680], [-1.23828, 3.20337, -3.28159], [-1.68221, 4.28300, -4.01675], [-0.88601, 5.42992, -4.16326], [0.35787, 5.50631, -3.57116], [0.80371, 4.40686, -2.83038], [2.37618, 1.97808, -0.87815], [-1.85497, 2.32412, -3.13087], [-2.66829, 4.25605, -4.46332], [-1.25961, 6.27375, -4.73148], [0.96664, 6.39740, -3.67004], [2.66713, 3.29307, -6.04843], [2.55204, 2.08144, -5.16609], [3.63311, 1.66434, -4.39584], [3.53009, 0.59040, -3.52610], [4.74797, 0.21324, -2.70588], [2.30494, -0.08723, -3.42705], [2.18880, -1.16244, -2.40165], [1.18498, -1.76670, -2.13415], [1.20929, 0.30275, -4.20395], [-0.14915, -0.33936, -4.10087], [1.36332, 1.38199, -5.07141], [3.55026, 3.23552, -6.68787], [2.75855, 4.19157, -5.43519], [1.78470, 3.41044, -6.67667], [4.57362, 2.20278, -4.46145], [5.58975, 0.84194, -2.99295], [5.03991, -0.82626, -2.85952], [4.58562, 0.35122, -1.63529], [3.11890, -1.41380, -1.86429], [-0.09992, -1.42676, -4.15392], [-0.80464, 0.03747, -4.88635], [-0.56514, -0.10259, -3.11730], [0.50812, 1.70734, -5.65547], [-2.94527, -1.61199, -2.34104], [-3.16690, -0.55978, -2.43314], [-2.32294, -2.12122, -3.04625]]
}

2.
{
  "formula": "C47H39N4O2SbTl",
  "method": "wB97M-V/def2-TZVPD",
  "spin_multiplicity": 1,
  "lumo_energy_ev": -2.9,
  "homo_ev": -10.239,
  "charge": 1,
  "orbital_gap_ev": 7.39,
  "energy_ha": -2596.41012,
  "symbols": ["Tl", "O", "C", "C", "C", "C", "C", "C", "C", "N", "N", "C", "O", "C", "C", "C", "C", "C", "C", "H", "H", "H", "H", "H", "H", "H", "H", "H", "H", "C", "C", "N", "C", "C", "C", "C", "C", "C", "C", "C", "C", "N", "C", "H", "H", "H", "H", "H", "H", "H", "H", "C", "C", "C", "C", "C", "C", "C", "Sb", "C", "C", "C", "C", "C", "C", "C", "C", "C", "C", "C", "C", "C", "C", "H", "H", "H", "H", "H", "H", "H", "H", "H", "H", "H", "H", "H", "H", "H", "H", "H", "H", "H", "H", "H"],
  "xyz": [[-0.50559, -0.92270, 0.44294], [-0.97230, 2.24897, -0.47307], [-1.27327, 3.16021, 0.48866], [-0.42938, 3.59186, 1.49338], [-0.95049, 4.52433, 2.37333], [-2.26449, 4.99028, 2.25163], [-3.09533, 4.55106, 1.24129], [-2.57946, 3.62758, 0.33070], [-3.06185, 2.96720, -0.82906], [-2.12648, 2.17637, -1.30543], [-2.17432, 1.45816, -2.38118], [-1.19480, 0.60385, -2.77362], [-0.19847, 0.28369, -2.10024], [-1.45424, 0.04081, -4.12246], [-0.39682, -0.42208, -4.89682], [-0.64544, -1.00839, -6.12645], [-1.95011, -1.16805, -6.56998], [-3.00983, -0.71681, -5.79576], [-2.76304, -0.09675, -4.58459], [0.58273, 3.21730, 1.56241], [-0.32558, 4.90560, 3.16937], [-2.63176, 5.72402, 2.95577], [-4.11444, 4.90084, 1.15243], [-4.00752, 3.04884, -1.33457], [0.61659, -0.29572, -4.53689], [0.18009, -1.33481, -6.74369], [-2.14217, -1.62832, -7.53043], [-4.02806, -0.84774, -6.13763], [-3.57554, 0.26306, -3.96988], [3.87219, -2.75006, 1.69596], [2.85399, -2.01090, 1.08845], [1.84978, -1.46397, 1.74190], [1.83922, -1.56197, 3.08886], [2.82170, -2.28443, 3.79458], [3.84044, -2.91060, 3.05448], [2.80079, -2.31819, 5.22405], [1.87493, -1.62379, 5.91737], [0.86134, -0.87825, 5.23911], [-0.12259, -0.15415, 5.93339], [-1.07603, 0.53457, 5.23036], [-1.03633, 0.48362, 3.83328], [-0.13080, -0.18450, 3.14927], [0.81891, -0.85862, 3.82971], [4.66117, -3.17529, 1.09199], [2.86199, -1.84589, 0.02275], [4.60147, -3.48367, 3.56881], [3.56315, -2.89129, 5.73600], [1.87644, -1.61658, 6.99985], [-0.12113, -0.15381, 7.01616], [-1.85625, 1.09066, 5.73030], [-1.78080, 1.01674, 3.25294], [1.09693, -5.73593, -3.81323], [-0.19234, -4.97341, -3.67137], [-1.35586, -5.53720, -4.19407], [-2.59379, -4.94215, -4.02354], [-2.69770, -3.77196, -3.28833], [-1.54865, -3.19191, -2.77804], [-0.29208, -3.75667, -2.99080], [1.32684, -2.65084, -2.10507], [2.70421, -2.39397, -3.76096], [2.41207, -2.88578, -5.02778], [3.19551, -2.54560, -6.12070], [4.27216, -1.69019, -5.95607], [4.56068, -1.18840, -4.69626], [3.79114, -1.52753, -3.58800], [4.13439, -0.94723, -2.24134], [1.96364, -4.37423, -0.91739], [1.05252, -4.58433, 0.11941], [1.22606, -5.58379, 1.05913], [2.34511, -6.40108, 0.97129], [3.25383, -6.20575, -0.05286], [3.08937, -5.19468, -1.00385], [4.12809, -5.06236, -2.08591], [1.15972, -6.21255, -4.79190], [1.13673, -6.52113, -3.05424], [1.96696, -5.09917, -3.67911], [-1.27865, -6.47026, -4.74044], [-3.47734, -5.39461, -4.45475], [-3.66242, -3.31112, -3.11885], [-1.63068, -2.28118, -2.19445], [1.54823, -3.52185, -5.17550], [2.95831, -2.94098, -7.10041], [4.87330, -1.39518, -6.80580], [5.39723, -0.51206, -4.56656], [4.99775, -0.28812, -2.31139], [4.37518, -1.74391, -1.53132], [3.29563, -0.36994, -1.84227], [0.16769, -3.95276, 0.18724], [0.49785, -5.73269, 1.84635], [2.50384, -7.18631, 1.69900], [4.11521, -6.86021, -0.12983], [4.08249, -5.92076, -2.75938], [5.13175, -5.04052, -1.65846], [3.97952, -4.16064, -2.67435]]
}

3.
{
  "formula": "C47H40CoN4O2P2SSi",
  "method": "wB97M-V/def2-TZVPD",
  "spin_multiplicity": 1,
  "lumo_energy_ev": -2.6,
  "homo_ev": -10.469,
  "charge": 1,
  "orbital_gap_ev": 7.89,
  "energy_ha": -4937.48641,
  "symbols": ["Co", "C", "Si", "C", "C", "C", "C", "C", "C", "P", "C", "C", "C", "C", "C", "C", "C", "C", "C", "C", "C", "C", "C", "C", "C", "C", "C", "C", "P", "C", "C", "C", "C", "C", "C", "C", "C", "C", "C", "C", "C", "H", "H", "H", "H", "H", "H", "H", "H", "H", "H", "H", "H", "H", "H", "H", "H", "H", "H", "H", "H", "H", "H", "H", "H", "H", "H", "H", "H", "H", "H", "H", "N", "C", "C", "C", "C", "C", "C", "S", "O", "O", "N", "C", "N", "C", "C", "C", "N", "H", "H", "H", "H", "H", "H", "H", "H", "H"],
  "xyz": [[-0.45021, 0.22731, 0.65398], [-3.03424, -0.36891, -1.69600], [-1.20091, -0.08597, -1.44972], [-0.78748, 1.46834, -2.43375], [-0.82742, 1.55326, -3.82942], [-0.65085, 2.76856, -4.46733], [-0.45471, 3.93195, -3.72419], [-0.41128, 3.87034, -2.34382], [-0.56094, 2.63756, -1.71084], [-0.37576, 2.44723, 0.08563], [-1.65764, 3.52825, 0.77701], [-1.39634, 4.84834, 1.14284], [-2.43215, 5.67936, 1.54379], [-3.73527, 5.20617, 1.56730], [-4.00564, 3.90210, 1.17633], [-2.97377, 3.06688, 0.78428], [1.25885, 3.16235, 0.45437], [1.60426, 3.64807, 1.65403], [2.97735, 3.70779, 2.17333], [4.05280, 3.06228, 1.70039], [4.13979, 2.22513, 0.45579], [2.23029, 2.54699, -0.49546], [-0.25518, -1.58856, -2.09226], [-0.68417, -2.38609, -3.15338], [0.05374, -3.49114, -3.55383], [1.22991, -3.82912, -2.89556], [1.67298, -3.05714, -1.83340], [0.93248, -1.94548, -1.44663], [1.41878, -0.83157, -0.11844], [2.16738, -1.79807, 1.23097], [3.50065, -1.59166, 1.58726], [4.06546, -2.30282, 2.63689], [3.30658, -3.22941, 3.33435], [1.98369, -3.45148, 2.97563], [1.41299, -2.73989, 1.93316], [2.79045, 0.19364, -0.68296], [3.30935, 0.17465, -1.91428], [4.11405, 1.25692, -2.49394], [4.23243, 2.50924, -2.03390], [3.65742, 3.07519, -0.76445], [2.88366, 1.34865, 0.25859], [-3.26074, -0.32592, -2.76569], [-3.62596, 0.40910, -1.21097], [-3.35823, -1.33496, -1.31243], [-0.99430, 0.66146, -4.42409], [-0.67267, 2.81908, -5.54823], [-0.33132, 4.88168, -4.22771], [-0.24956, 4.77198, -1.76297], [-0.38950, 5.23978, 1.10006], [-2.21908, 6.70059, 1.83056], [-4.54126, 5.85599, 1.88160], [-5.02365, 3.53451, 1.17797], [-3.18734, 2.04890, 0.48774], [0.82959, 3.94613, 2.35281], [3.10957, 4.30201, 3.07016], [4.98728, 3.21095, 2.23040], [5.11287, 1.75039, 0.35324], [1.73590, 2.25963, -1.41800], [-1.61065, -2.15589, -3.66788], [-0.29500, -4.10124, -4.37708], [1.79285, -4.69973, -3.20487], [2.58001, -3.32358, -1.30301], [4.11219, -0.88903, 1.03563], [5.10169, -2.13716, 2.90088], [3.74690, -3.78523, 4.15178], [1.38965, -4.17912, 3.51243], [0.38155, -2.91661, 1.66816], [3.07795, -0.65705, -2.57126], [4.61983, 1.01714, -3.42148], [4.85607, 3.18707, -2.60612], [3.82062, 4.14730, -0.68987], [2.39599, 1.10341, 1.20246], [-7.68147, -1.91972, -0.00621], [-6.42416, -1.71771, 0.49760], [-6.07083, -0.48341, 1.06002], [-4.79194, -0.26526, 1.52707], [-3.84394, -1.27394, 1.42495], [-4.17702, -2.51123, 0.88171], [-5.45501, -2.73102, 0.41997], [-2.24213, -1.04873, 2.05255], [-2.11105, -1.63811, 3.35050], [-1.27332, -1.57709, 1.03333], [-1.96027, 0.52587, 1.98741], [-1.07785, 0.91735, 3.01385], [-1.50112, 1.47082, 4.13017], [-0.54751, 1.76659, 5.01484], [0.79786, 1.51679, 4.78696], [1.13912, 0.97642, 3.56014], [0.19794, 0.68172, 2.66903], [-8.41227, -1.28639, 0.26732], [-7.97942, -2.86418, -0.17733], [-6.81273, 0.30222, 1.13176], [-4.52061, 0.68275, 1.97373], [-3.43252, -3.29434, 0.81116], [-5.71799, -3.68987, -0.00850], [-0.87936, 2.21618, 5.94336], [1.54802, 1.74275, 5.52987], [2.16742, 0.76390, 3.28810]]
}

4.
{
  "formula": "C47H41N7O2SSrTe",
  "method": "wB97M-V/def2-TZVPD",
  "spin_multiplicity": 1,
  "lumo_energy_ev": -0.1,
  "homo_ev": -6.868,
  "orbital_gap_ev": 6.79,
  "energy_ha": -3046.45332,
  "symbols": ["Sr", "C", "C", "N", "N", "C", "N", "S", "C", "C", "C", "C", "C", "N", "H", "H", "H", "H", "H", "H", "H", "H", "H", "C", "C", "C", "C", "N", "C", "C", "C", "C", "C", "C", "N", "H", "H", "H", "H", "H", "H", "H", "H", "C", "C", "C", "C", "C", "O", "C", "C", "C", "C", "C", "C", "C", "O", "C", "C", "C", "N", "C", "C", "Te", "C", "C", "C", "C", "C", "C", "C", "C", "C", "C", "C", "C", "H", "H", "H", "H", "H", "H", "H", "H", "H", "H", "H", "H", "H", "H", "H", "H", "H", "H", "H", "H", "H", "H", "H", "H"],
  "xyz": [[-0.45759, -0.16507, -0.23391], [3.66990, 2.12507, -1.69598], [2.53832, 1.15623, -1.49348], [1.92426, 1.09109, -0.36332], [2.31728, 1.96050, 0.58141], [1.83636, 1.72443, 1.79551], [2.17877, 2.67017, 2.70385], [0.87483, 0.42268, 2.37673], [2.11417, 0.23368, -2.57055], [2.79144, 0.21066, -3.79871], [2.41490, -0.67260, -4.79358], [1.36059, -1.53957, -4.56261], [0.73151, -1.45587, -3.33363], [1.08694, -0.61277, -2.37083], [4.29689, 2.11657, -0.80571], [3.28386, 3.14452, -1.78128], [4.28956, 1.91611, -2.56163], [2.65509, 3.49209, 2.37369], [1.74829, 2.65061, 3.61009], [3.60802, 0.88731, -3.98737], [2.94397, -0.67910, -5.73831], [1.02470, -2.25138, -5.30488], [-0.10958, -2.10717, -3.11433], [-3.32738, -1.89986, 3.10229], [-3.81664, -3.14206, 2.75323], [-3.25356, -3.81512, 1.67651], [-2.22059, -3.21171, 0.97411], [-1.72301, -2.02414, 1.33759], [-2.26871, -1.38078, 2.36735], [-1.57299, -3.87042, -0.19383], [-2.22260, -4.87565, -0.90608], [-1.55394, -5.50391, -1.94287], [-0.25768, -5.11403, -2.23531], [0.29236, -4.07347, -1.50081], [-0.34794, -3.44677, -0.51938], [-3.74273, -1.32341, 3.91730], [-4.62937, -3.59324, 3.30870], [-3.60780, -4.79643, 1.39556], [-1.85730, -0.40763, 2.61111], [-3.23935, -5.14889, -0.66175], [-2.04020, -6.28673, -2.51116], [0.31563, -5.58766, -3.02112], [1.29367, -3.71636, -1.71849], [-3.10453, 7.05272, 0.52113], [-2.79742, 5.57783, 0.43039], [-2.80750, 4.76576, 1.55716], [-2.55531, 3.40244, 1.48689], [-2.67654, 2.53984, 2.69201], [-3.38579, 1.54952, 2.70642], [-1.96552, 2.96082, 3.94431], [-2.41161, 2.48140, 5.17324], [-1.73748, 2.80881, 6.33804], [-0.60388, 3.60971, 6.28151], [-0.14709, 4.08381, 5.06003], [-0.82647, 3.76408, 3.89217], [-2.20428, 2.80321, 0.24089], [-1.90568, 1.57048, 0.12553], [-2.19374, 3.63856, -0.92257], [-2.50612, 4.99018, -0.79298], [-1.93536, 3.04421, -2.24369], [-1.34770, 1.91471, -2.42141], [-1.26298, 1.36317, -3.76292], [-2.30520, 0.27384, -4.02773], [-3.02215, -0.96739, -2.40501], [-4.58693, 0.32087, -1.81618], [-4.67940, 0.79348, -0.51262], [-5.70970, 1.66273, -0.17111], [-6.63908, 2.06137, -1.12205], [-6.54991, 1.57836, -2.42283], [-5.52931, 0.70177, -2.76768], [-2.48844, 3.83770, -3.39743], [-1.66909, 4.62914, -4.19480], [-2.20826, 5.35730, -5.24795], [-3.56850, 5.29272, -5.51574], [-4.39084, 4.50390, -4.72079], [-3.85515, 3.78620, -3.66089], [-3.32165, 7.34264, 1.55030], [-3.97255, 7.32233, -0.08606], [-2.26682, 7.66467, 0.17815], [-3.03678, 5.20854, 2.52264], [-3.29035, 1.84858, 5.19264], [-2.09102, 2.43983, 7.29310], [-0.07501, 3.86167, 7.19315], [0.73992, 4.70503, 5.01802], [-0.46659, 4.11268, 2.93323], [-2.51329, 5.62202, -1.67526], [-0.26458, 0.94353, -3.88779], [-1.39819, 2.10758, -4.55106], [-1.95026, -0.43864, -4.77095], [-3.22920, 0.71629, -4.40416], [-3.93938, 0.54592, 0.23640], [-5.75745, 2.03619, 0.84455], [-7.43108, 2.74991, -0.85354], [-7.27589, 1.87731, -3.16854], [-5.46957, 0.32028, -3.78073], [-0.60550, 4.67756, -3.98703], [-1.56328, 5.97591, -5.85998], [-3.98740, 5.85966, -6.33786], [-5.45437, 4.45300, -4.92084], [-4.49580, 3.18296, -3.02344]]
}